1.
Entry from the Open Molecules 2025 dataset: a cluster of 2 separate species, H6N2O3Si in total at a distorted geometry (ωB97M-V/def2-TZVPD).

Each line ends with the natural charge from an NBO analysis.
Element x y z (Å)
Si -0.30267 -0.05004 -0.38225  2.2647
O -1.86035 -0.54544 -0.16533  -1.1202
O 0.66278 -1.31298 3.52872  -0.9489
O 0.88511 -0.45870 0.47155  -1.2007
N 0.59109 1.17627 -2.70463  -0.6228
N -0.45903 0.94618 -1.74984  -0.9550
H 1.26456 0.44696 -2.73537  0.3458
H -1.46428 1.03196 -2.09355  0.4150
H 1.27550 1.86173 -2.22548  0.3394
H -2.02291 -1.41995 0.36105  0.5335
H 1.03639 -0.48391 3.20683  0.4834
H 0.39381 -1.19207 4.48831  0.4658

Cartesian forces, eV/Å:
Si -1.064 -0.362 0.039
O -0.002 -2.279 1.299
O -0.625 -0.062 1.749
O 0.102 0.302 -0.372
N 1.144 2.981 1.537
N -1.100 -0.832 -0.011
H -0.149 -1.835 -0.154
H 2.297 -0.037 0.065
H -1.809 -0.502 -1.062
H 0.646 2.644 -1.275
H -0.110 -0.081 0.101
H 0.671 0.063 -1.915

As for the net charge: 0. Its highest occupied orbital energy is -10.4 eV. Its SMILES is NN[Si](=O)O.O.



2.
Entry from the Open Molecules 2025 dataset: an isolated molecule of C11H13N3O2S (ωB97M-V/def2-TZVPD).

Each line ends with the natural charge from an NBO analysis.
Element x y z (Å)
S 1.74320 1.36133 -3.98784  0.4376
O -2.37942 0.15286 2.47386  -0.6161
O -0.62244 1.88693 0.32253  -0.4620
N 2.72003 0.53681 -1.59189  -0.4641
N -0.27320 -0.58154 2.07279  -0.6291
N 1.44750 0.85226 0.37593  -0.5783
C -0.22914 -2.74573 0.91467  -0.3992
C 1.73726 1.11469 -2.27568  0.0524
C -1.23430 0.35245 2.13402  0.6435
C 0.17931 2.10768 -3.89876  -0.3749
C 0.46304 1.43753 -0.29349  0.5917
C 2.51668 0.44054 -0.30370  0.2703
C -0.73069 1.75571 1.73605  -0.1612
C -1.10291 -2.27137 -0.24010  -0.6090
C 0.55454 1.60460 -1.69250  -0.2157
C -0.53806 -1.99481 2.21123  -0.2267
C -0.32831 2.17286 -2.64879  -0.2186
H -0.92827 -1.21782 -0.44983  0.1996
H 0.82449 -2.60306 0.65989  0.1910
H 3.29521 -0.02883 0.28187  0.1828
H 0.23318 1.96394 2.21020  0.2059
H -1.59380 -2.09654 2.47269  0.2284
H -1.47843 2.49307 2.03298  0.2217
H -0.88377 -2.83798 -1.14189  0.2119
H -0.39182 -3.81102 1.08501  0.2078
H -1.28140 2.59666 -2.39287  0.2392
H -2.15504 -2.39727 0.00357  0.2107
H -0.26988 2.45743 -4.80743  0.2400
H 0.63502 -0.30561 1.70919  0.4267
H 0.07142 -2.39575 3.02830  0.1935

Cartesian forces, eV/Å:
S -0.138 0.036 0.235
O -0.482 0.035 0.062
O -0.102 0.028 -0.408
N 0.553 -0.239 -0.259
N 0.366 -0.371 0.025
N -0.645 0.492 0.157
C -0.220 0.207 0.069
C -0.607 0.254 0.258
C 0.423 0.542 -0.107
C 0.156 -0.086 0.081
C 0.676 -0.181 -0.403
C 0.255 -0.082 -0.166
C -0.187 -0.069 0.608
C 0.168 -0.114 0.090
C 0.480 -0.284 0.192
C -0.012 -0.274 0.029
C -0.133 0.103 -0.213
H -0.026 0.099 -0.066
H 0.065 -0.099 0.017
H 0.087 -0.043 0.051
H -0.122 0.039 -0.075
H 0.124 -0.052 0.040
H 0.134 -0.192 -0.014
H -0.029 -0.005 -0.119
H 0.097 -0.044 0.026
H -0.190 0.095 -0.040
H -0.139 0.008 -0.020
H -0.147 0.090 -0.149
H -0.269 0.112 0.116
H -0.139 -0.004 -0.017

As for the net charge: 0. Its highest occupied orbital energy is -9.0 eV. Its SMILES is CCCNC(=O)COc1ncnc2sccc12.



3.
Entry from the Open Molecules 2025 dataset: a structure of composition C42H39N9OPRuS2 (ωB97M-V/def2-TZVPD).

Each line ends with the Löwdin spin population.
Element x y z (Å)
Ru -1.15620 0.05077 0.33361  3.8580
S -1.37595 2.33485 1.65074  0.2628
S 1.06322 -2.27107 -1.31454  0.0158
P 0.63674 1.66513 -0.95162  0.1087
O -0.08658 -1.76413 -0.44374  0.1050
N -1.77087 2.44452 4.25355  0.0226
N -0.42896 2.19633 -2.16062  0.0091
N 2.53427 -2.31531 10.41330  0.0000
N -2.91739 -1.53472 -0.17205  0.0812
N -2.65813 -0.13946 2.11868  0.1042
N 1.46572 -1.00599 3.86016  0.0037
N -2.56319 0.54089 3.30713  0.0067
N 0.40923 -0.42453 2.01724  0.0931
N -2.37955 1.41322 -1.13701  0.0960
C 0.88855 -2.09289 7.34551  0.0000
C -3.84311 -1.70224 0.79022  0.0069
C 3.16330 0.63765 -4.02866  0.0000
C 4.40672 0.54822 -1.97654  -0.0009
C 1.38714 4.34431 -0.76750  0.0038
C 1.82908 2.98005 1.16719  0.0020
C 0.82764 -4.03929 -1.23331  0.0064
C -0.75941 -0.92114 -4.65684  0.0005
C -0.44473 -1.14306 -3.32566  0.0020
C 1.73347 -0.67043 1.71969  0.0065
C 1.30119 3.11982 -0.11224  0.0130
C -4.09096 -3.14947 -1.49180  0.0037
C 3.15006 -1.27591 7.13624  0.0001
C -0.38743 -1.30262 -7.11620  0.0000
C 1.38207 -2.55969 -4.00167  0.0006
C 2.35550 -2.09192 9.30319  0.0000
C 2.45231 4.05537 1.78004  0.0000
C 1.05417 -2.33125 -5.32588  0.0002
C -4.91879 -2.56802 0.66121  0.0041
C -3.66780 -0.91594 2.01015  0.0276
C 2.12999 -1.81580 7.91225  0.0001
C 2.06720 1.13594 -1.94244  0.0189
C -1.95577 1.69476 3.14954  0.0347
C -5.05033 -3.30193 -0.50736  0.0015
C -2.57122 2.96871 -2.94178  0.0030
C 0.66923 -1.83510 6.00458  0.0001
C -3.04382 -2.26485 -1.27783  0.0107
C -3.93891 2.96259 -2.81957  0.0014
C 1.69150 -1.28664 5.24169  0.0008
C 1.99213 5.42320 -0.14419  0.0008
C 2.52961 5.27672 1.12660  0.0001
C -1.81212 2.18373 -2.06631  0.0098
C 0.60948 -1.98023 -3.00531  0.0022
C 2.39750 -1.02163 2.84888  0.0033
C 2.92977 -1.00444 5.79732  0.0004
C -3.72060 1.44222 -1.01419  0.0088
C 3.27505 0.92278 -1.27384  0.0085
C -4.53624 2.18936 -1.82320  0.0032
C -0.02489 -1.52045 -5.67797  0.0000
C 2.01989 0.99001 -3.32518  0.0092
C 0.28976 -0.64377 3.31379  0.0098
C 4.35250 0.40700 -3.35763  0.0086
H -2.27385 -2.14869 -2.02482  0.0010
H 2.24022 -3.17404 -3.76109  0.0000
H 3.41870 -1.31088 3.01221  0.0005
H 1.73642 2.03987 1.69681  0.0001
H -0.28376 -2.08767 5.56252  0.0000
H 2.86420 3.94360 2.77305  0.0000
H 5.24209 0.13465 -3.90805  0.0005
H 0.10520 -2.52332 7.95160  0.0000
H -4.54339 3.56819 -3.48047  0.0000
H 1.09604 1.13963 -3.86696  0.0006
H 2.12368 -0.59980 0.71971  0.0005
H -1.58311 -0.26294 -4.90474  0.0000
H -2.29264 2.20474 5.08239  0.0015
H 3.11974 0.54535 -5.10481  -0.0001
H -1.44008 3.38908 4.15708  0.0035
H -5.63245 -2.66067 1.46699  0.0005
H 0.43137 -1.57933 -7.77679  0.0000
H 2.05092 6.37490 -0.65245  0.0002
H -4.39156 -0.98610 2.81809  0.0037
H -2.07757 3.57993 -3.68347  0.0006
H -4.13980 -3.70239 -2.41830  0.0005
H -0.06630 2.80719 -2.88152  0.0013
H 1.01014 -4.33490 -0.20368  0.0000
H 1.55357 -4.51652 -1.88879  0.0013
H -0.99730 -0.62644 -2.54599  0.0021
H 3.34921 1.08908 -0.20636  0.0005
H -5.60479 2.17880 -1.67697  0.0005
H -0.61395 -0.51968 3.88192  0.0002
H 1.65172 -2.78686 -6.10371  0.0001
H -4.13023 0.84126 -0.21424  0.0011
H 4.10858 -1.05912 7.58407  0.0000
H 3.71498 -0.55369 5.20740  0.0000
H -0.64578 -0.26169 -7.30618  0.0000
H 3.00624 6.11828 1.60908  0.0000
H -5.88064 -3.98100 -0.63958  0.0000
H -1.25283 -1.90919 -7.38691  0.0000
H 0.98675 4.47703 -1.76523  0.0002
H 5.33792 0.39302 -1.45120  -0.0002
H -0.18868 -4.27396 -1.54039  0.0001

Cartesian forces, eV/Å:
Ru -0.318 0.103 0.779
S 0.113 0.017 -0.096
S 0.079 0.023 0.317
P 0.028 -0.135 -0.049
O -0.036 0.221 -0.467
N -0.073 -0.013 -0.024
N 0.050 0.119 -0.054
N 0.026 -0.031 0.186
N -0.141 -0.106 0.094
N -0.384 0.032 0.293
N -0.092 0.053 -0.042
N 0.106 0.104 -0.389
N 0.210 -0.209 0.025
N 0.120 -0.085 -0.379
C 0.035 0.023 -0.049
C 0.017 0.036 0.101
C -0.019 -0.029 -0.004
C -0.032 0.015 -0.019
C -0.003 0.061 0.002
C 0.021 -0.013 0.052
C 0.068 -0.028 -0.148
C 0.037 -0.007 0.005
C 0.000 0.125 0.106
C 0.043 -0.039 -0.021
C -0.017 0.036 -0.091
C 0.045 0.023 0.003
C -0.003 0.008 -0.041
C 0.006 0.013 -0.049
C -0.026 0.017 -0.034
C -0.004 0.013 -0.103
C -0.017 -0.001 -0.020
C -0.001 0.031 -0.033
C 0.094 0.037 -0.055
C 0.181 -0.058 -0.027
C -0.050 -0.005 -0.023
C -0.006 0.022 0.061
C -0.038 -0.063 0.197
C 0.019 0.034 0.020
C -0.005 -0.049 0.060
C 0.085 -0.034 0.035
C 0.006 -0.020 -0.049
C -0.031 -0.002 0.011
C -0.004 -0.044 0.025
C -0.002 -0.009 0.000
C 0.003 -0.007 0.020
C 0.050 0.078 0.006
C -0.083 -0.098 -0.043
C 0.056 -0.049 -0.055
C -0.035 0.029 0.081
C -0.047 -0.031 0.027
C 0.034 -0.006 -0.025
C 0.065 -0.020 0.030
C 0.013 -0.001 0.054
C -0.036 -0.031 -0.030
C -0.095 0.128 -0.098
C 0.025 -0.011 0.015
H 0.001 0.021 -0.023
H 0.022 -0.032 0.014
H 0.046 -0.004 0.011
H -0.008 -0.018 -0.011
H -0.022 0.008 -0.049
H 0.017 0.004 0.035
H 0.023 -0.008 -0.017
H -0.020 -0.011 0.028
H -0.014 0.012 -0.014
H -0.002 0.005 0.003
H -0.005 0.014 -0.019
H -0.033 0.017 -0.019
H 0.023 0.001 0.002
H -0.003 -0.005 -0.041
H 0.004 -0.028 -0.010
H -0.019 0.001 0.033
H 0.002 -0.003 -0.016
H 0.001 0.033 -0.015
H 0.032 -0.008 -0.018
H 0.032 0.025 -0.032
H -0.003 -0.016 -0.017
H -0.037 -0.030 0.042
H 0.010 0.008 0.057
H 0.002 -0.039 -0.006
H 0.033 -0.098 -0.074
H -0.015 0.007 0.035
H -0.037 0.002 0.002
H -0.074 0.016 0.064
H 0.019 -0.021 -0.034
H -0.020 -0.014 -0.005
H 0.029 0.004 0.020
H 0.001 0.008 -0.037
H -0.013 0.017 0.000
H 0.017 0.024 0.015
H -0.018 -0.019 -0.008
H -0.013 -0.013 -0.006
H -0.010 -0.019 -0.007
H 0.045 -0.010 0.023
H -0.028 0.000 0.006

As for the net charge: +2. As for the expectation value of S²: 8.76. Its highest occupied orbital energy (alpha / beta) is -12.9 / -13.0 eV. Its spin multiplicity is 6.



E across the listed records, respectively: -628.35935, -1139.93579, -3424.05550 a.u..
M across the listed records, respectively: 110.14, 251.31, 882.01 g/mol.
ΔE to the lowest compared entry with this formula, charge and spin across the listed records, respectively: 59.55, 0.00, 11.31 kcal/mol.